{"formula": "C14H33Cl6NO10PV2", "method": "ωB97M-V/def2-TZVPD", "gap_ev": 3.58, "energy_ev": -172800.09273, "charge": 1, "elements": ["O", "V", "O", "O", "V", "O", "C", "C", "O", "H", "H", "H", "H", "H", "C", "C", "O", "N", "C", "H", "H", "H", "H", "H", "H", "H", "C", "O", "P", "O", "O", "C", "O", "C", "H", "H", "H", "H", "H", "H", "H", "H", "H", "Cl", "C", "C", "Cl", "H", "H", "H", "H", "Cl", "C", "C", "Cl", "H", "H", "H", "H", "Cl", "C", "C", "Cl", "H", "H", "H", "H"], "xyz": [[-15.86717, -21.56219, 11.74370], [-16.26205, -20.03058, 12.06678], [-17.84600, -19.90990, 12.19533], [-14.63545, -14.59614, 9.46697], [-14.21469, -16.08447, 8.86103], [-12.64838, -16.04927, 8.32932], [-17.87590, -19.37715, 5.84423], [-17.51652, -19.88688, 7.26370], [-16.91034, -18.93636, 8.03813], [-17.34780, -18.54446, 5.37964], [-18.91019, -19.03787, 5.90111], [-18.00599, -20.17310, 5.11098], [-17.00850, -20.84047, 7.11989], [-18.41557, -20.17286, 7.80961], [-14.60721, -14.92050, 2.75969], [-14.65370, -13.94492, 3.98937], [-14.87251, -14.42888, 5.10918], [-14.36414, -12.68262, 3.81990], [-14.16024, -11.88193, 2.67242], [-15.43035, -15.61326, 2.58474], [-13.77982, -15.54729, 3.09235], [-14.29331, -14.55780, 1.78090], [-14.62962, -12.18387, 4.65708], [-13.54692, -11.01506, 2.91831], [-15.07837, -11.56247, 2.17937], [-13.58611, -12.36912, 1.88431], [-18.28294, -24.72655, 2.74903], [-18.34896, -24.29768, 1.41132], [-19.68085, -24.82207, 0.61092], [-19.93873, -26.28149, 0.70333], [-19.50034, -24.27640, -0.87289], [-20.37787, -24.66400, -1.93707], [-20.90114, -24.00416, 1.20148], [-21.01943, -22.59732, 1.07316], [-17.71462, -24.04868, 3.38590], [-17.69286, -25.63965, 2.67051], [-19.18519, -25.05968, 3.26193], [-21.42537, -24.80362, -1.66998], [-20.22342, -25.74293, -1.92432], [-20.32945, -24.37064, -2.98573], [-21.27719, -22.22944, 2.06630], [-21.68814, -22.24692, 0.28693], [-20.07448, -22.09493, 0.86634], [-12.70004, -23.34989, 7.39472], [-11.68293, -22.33030, 8.50740], [-11.72516, -20.91705, 7.92799], [-10.35488, -20.75841, 6.79587], [-10.74244, -22.85534, 8.34035], [-12.09809, -22.51270, 9.49860], [-11.55479, -20.15202, 8.68549], [-12.63001, -20.72822, 7.35034], [-22.97903, -25.84914, 6.68746], [-22.74193, -24.87378, 8.09959], [-22.28042, -23.47234, 7.82505], [-23.50093, -22.46777, 6.95060], [-22.07249, -25.49009, 8.69967], [-23.64778, -24.86698, 8.70581], [-21.33920, -23.44343, 7.27608], [-22.11462, -23.06667, 8.82306], [-22.71704, -16.87487, 9.52703], [-21.73659, -16.44170, 8.06992], [-20.50440, -15.64756, 8.41278], [-20.76228, -13.96628, 8.91305], [-22.33755, -15.88678, 7.34948], [-21.27728, -17.36887, 7.72717], [-19.80173, -15.61234, 7.58024], [-20.02373, -16.24123, 9.19036]], "forces_ev_per_angstrom": [[-0.99, 3.37, 0.76], [-2.05, -2.95, -1.13], [2.87, -0.38, -0.20], [1.61, -5.16, -1.88], [3.08, 4.88, -0.76], [-5.19, -0.08, 2.04], [-1.50, 0.06, -0.37], [-0.39, 0.56, 0.20], [1.00, 0.43, 0.40], [0.58, -0.24, 0.47], [-0.11, 0.43, 0.23], [0.66, -0.29, 0.09], [0.93, -0.17, 0.15], [-0.55, -0.28, -0.25], [1.14, 0.10, 0.67], [-0.82, -3.47, -0.94], [-0.05, 0.40, -0.45], [-0.28, 1.55, 1.30], [0.49, 0.50, -1.77], [-0.35, 0.48, 0.60], [0.09, -0.36, -0.19], [-0.17, 0.57, 0.22], [0.40, 0.27, 0.14], [-0.27, 0.06, 0.21], [-0.17, 0.17, 0.23], [0.02, -0.41, 0.24], [1.34, -1.85, 0.87], [-2.14, 0.80, -1.92], [0.05, -1.64, -0.14], [0.41, 1.61, 0.07], [0.68, 1.83, 0.07], [-1.04, -3.86, 0.82], [-0.14, -0.06, -0.19], [0.79, 0.98, 0.62], [-0.24, 0.41, -0.37], [0.17, -0.16, 0.52], [-0.50, 0.56, -0.44], [-0.32, 1.44, 0.52], [0.48, -0.38, -0.89], [1.03, 1.15, 0.66], [-0.57, 0.07, -0.20], [-0.38, -0.54, 0.18], [0.37, -0.34, -0.17], [-0.32, -0.12, 0.12], [-0.78, -0.98, -1.27], [0.78, -0.18, 0.38], [0.01, 0.22, -0.24], [0.24, 0.71, 0.68], [0.20, 0.46, -0.04], [-0.18, -0.06, 0.06], [0.03, -0.06, 0.31], [-0.37, -0.49, -1.17], [-0.41, -0.44, 0.87], [0.25, -0.04, 0.44], [0.50, -0.43, 0.39], [0.59, 0.69, 0.11], [-0.28, 0.17, -0.35], [-0.22, 0.02, -0.13], [-0.05, 0.54, -0.18], [0.31, 0.33, -0.57], [0.41, 0.31, 0.25], [0.41, -0.36, 0.45], [-0.10, -0.11, 0.18], [-0.22, -0.56, 0.03], [-0.74, -0.14, -0.48], [-0.29, -0.05, -0.21], [0.25, 0.55, 0.35]], "lowdin_charge": [-0.2862, 1.1366, -0.2663, -0.2615, 1.2186, -0.2564, -0.0696, -0.4244, -0.2211, 0.0718, 0.0592, 0.0686, 0.1134, 0.0947, 0.0117, -0.5402, -0.0256, 0.0126, -0.0806, 0.0787, 0.0774, 0.0624, 0.1522, 0.0929, 0.0930, 0.0848, -0.1385, -0.2140, 0.4109, -0.2319, -0.2141, -0.0945, -0.2104, -0.1040, 0.0855, 0.0901, 0.0911, 0.0894, 0.0787, 0.0959, 0.0900, 0.0930, 0.0829, 0.5097, -0.6056, -0.6701, 0.5584, 0.0448, 0.0638, 0.0548, 0.0468, 0.5836, -0.7331, -0.6504, 0.5195, 0.0682, 0.0740, 0.0671, 0.0706, 0.5260, -0.6344, -0.7119, 0.5499, 0.0775, 0.0661, 0.0677, 0.0599]}

---

{"formula": "C14H33ClN4O10", "method": "ωB97M-V/def2-TZVPD", "gap_ev": 5.71, "energy_ev": -54003.23531, "e_above_lowest_kj_mol": 0.0, "charge": -2, "elements": ["N", "H", "H", "H", "H", "N", "H", "H", "H", "H", "N", "H", "H", "H", "H", "C", "C", "C", "O", "C", "C", "C", "O", "O", "O", "H", "H", "O", "C", "C", "O", "H", "H", "H", "H", "Cl", "O", "O", "O", "O", "C", "C", "N", "C", "C", "C", "C", "H", "H", "H", "H", "H", "H", "H", "H", "H", "H", "H", "H", "H", "H", "H"], "xyz": [[-1.61289, -3.28824, -0.77140], [-1.54534, -2.46576, -1.40833], [-2.35620, -3.94365, -0.97035], [-1.78152, -2.78169, 0.14148], [-0.72065, -3.79309, -0.67437], [0.65395, -0.33474, 0.22886], [0.23736, -0.32224, 1.18675], [-0.07947, -0.42427, -0.51765], [1.27854, -1.12280, 0.13753], [1.02809, 0.61301, -0.02046], [-3.81689, -0.23465, -1.75217], [-2.80767, -0.37113, -1.53518], [-4.30763, -1.11920, -1.66907], [-3.76810, -0.03408, -2.78757], [-4.25878, 0.49527, -1.20763], [-2.26176, -2.25012, 3.74744], [-1.73871, -1.38198, 2.81303], [-1.01207, -0.13154, 3.24936], [-0.28385, 0.53608, 2.43338], [-0.99479, 0.27125, 4.57081], [-1.66016, -0.51592, 5.57400], [-2.19757, -1.94108, 5.17105], [-2.41016, -2.76523, 6.05088], [-1.78365, -0.14539, 6.74326], [-1.74787, -1.76691, 1.57093], [-2.70229, -3.20975, 3.51770], [-0.57008, 1.19192, 4.94051], [-1.13686, -0.82978, -1.91805], [-0.86909, -0.71785, -3.30059], [-1.65662, 0.28542, -4.20973], [-3.04425, 0.19451, -4.32404], [-0.92967, -1.73097, -3.73359], [0.20325, -0.47929, -3.42492], [-1.18008, 0.11859, -5.19395], [-1.38345, 1.32567, -3.95201], [2.32700, -3.67849, 0.53028], [3.25979, -4.73923, 0.29728], [1.29401, -3.59972, -0.47984], [1.66217, -3.86781, 1.78988], [2.99957, -2.40919, 0.59442], [-0.47956, 2.80011, -1.13788], [0.98951, 2.66870, -1.54770], [1.77519, 2.14903, -0.39222], [3.12389, 1.86201, -0.89730], [3.14152, 0.73700, -1.96907], [1.94379, 3.17554, 0.61959], [2.63248, 2.69112, 1.91430], [-0.63883, 3.60900, -0.42619], [-0.94535, 1.85099, -0.88543], [-1.01111, 3.13241, -2.03762], [0.99636, 1.95964, -2.37510], [1.44839, 3.57271, -1.96734], [3.60797, 2.74918, -1.33160], [3.81645, 1.50595, -0.13433], [2.43546, -0.03344, -1.66658], [2.89813, 1.12054, -2.96051], [4.10314, 0.24138, -2.10573], [1.00835, 3.63456, 0.95003], [2.44479, 4.08352, 0.23933], [2.21902, 1.72158, 2.18952], [2.44687, 3.45053, 2.67479], [3.71792, 2.68198, 1.80910]], "forces_ev_per_angstrom": [[0.08, -0.07, 1.14], [0.57, 0.80, -0.90], [-0.11, 0.13, -0.07], [0.09, -0.25, 0.57], [0.11, 0.45, -0.08], [-0.74, 0.10, -1.53], [-0.49, 0.63, 0.25], [-0.14, -0.66, 0.30], [0.62, -0.03, -0.14], [0.60, -0.70, 0.85], [-0.73, -0.39, 0.20], [1.25, -0.24, 0.02], [0.00, 0.09, 0.38], [0.76, 0.69, -1.69], [0.02, -0.04, 0.05], [-0.25, 1.18, 2.01], [-0.46, -2.49, -1.38], [1.81, 1.63, 0.30], [-0.82, -0.66, -0.58], [-1.64, -1.44, 1.00], [0.04, 0.32, -0.08], [0.78, 0.01, -0.95], [-0.41, 0.02, 0.26], [-0.10, -0.18, 0.11], [0.28, 1.29, -0.02], [0.15, -0.03, -0.42], [0.28, 0.12, -0.41], [-1.17, 0.14, 0.03], [0.17, -0.21, 0.40], [-0.69, -0.27, 0.09], [0.06, -0.54, 1.17], [-0.36, -0.01, -0.37], [0.08, 0.33, -0.14], [0.13, -0.03, -0.20], [0.34, 0.08, 0.37], [-0.88, 0.46, 2.22], [0.10, -0.21, -0.68], [-0.06, -0.34, -1.19], [0.05, -0.53, 0.13], [0.64, 0.51, -0.70], [0.02, 1.12, -1.33], [-0.77, -0.85, 0.84], [1.20, 1.15, -1.38], [0.96, -1.44, -0.97], [-0.24, 0.38, 0.03], [-0.36, 0.94, 1.37], [0.01, 0.56, -0.80], [-0.07, -0.38, 0.39], [0.26, -0.01, 0.43], [-0.07, -0.05, -0.01], [0.22, -0.30, 0.23], [-0.14, 0.36, 0.31], [-0.21, 0.29, 0.08], [-0.45, 0.19, 0.50], [-0.06, -0.10, -0.28], [-0.34, -0.09, 0.04], [0.18, 0.20, 0.45], [-0.42, -0.74, -0.26], [0.49, -0.28, -0.37], [0.10, 0.08, 0.29], [-0.24, -0.25, 0.21], [0.02, -0.43, -0.07]], "lowdin_charge": [0.2544, 0.0660, 0.1164, 0.0788, 0.0917, 0.2466, 0.0482, 0.0713, 0.0606, 0.0670, 0.2382, 0.0681, 0.1161, 0.0541, 0.1206, -0.0140, -0.3549, -0.3648, -0.1048, -0.0175, -0.3816, -0.3697, -0.0041, -0.0267, -0.1428, 0.0899, 0.0933, -0.3990, -0.3543, -0.4396, -0.3965, 0.0844, 0.0792, 0.0742, 0.0682, 0.6227, -0.3587, -0.4016, -0.3541, -0.3812, -0.0722, -0.2297, -0.2058, -0.2490, -0.0749, -0.2724, -0.0703, 0.0601, 0.0667, 0.0668, 0.0954, 0.1160, 0.1093, 0.1079, 0.0632, 0.0607, 0.0702, 0.1032, 0.1099, 0.0766, 0.0686, 0.0557]}